[1]
This record from the OMol25 dataset describes C4H15N2O as an isolated structure. The level of theory is ωB97M-V/def2-TZVPD.

XYZ file:
```
22
C4H15N2O ωB97M-V/def2-TZVPD
N 0.528 0.028 1.576
C 0.174 -0.296 0.203
C 0.509 -1.789 0.022
C -1.323 -0.132 -0.157
N -1.777 -0.921 -1.316
C -1.318 -0.063 -2.891
H 0.793 0.351 -0.499
H 1.362 0.626 1.761
H 0.219 -0.653 2.289
H 0.352 -2.373 -1.896
H -0.171 -2.448 0.637
H 0.278 -2.077 -1.026
H 1.583 -2.014 0.211
H -1.666 0.981 -0.139
H -1.993 -0.401 0.685
H -0.982 -1.094 -2.205
H -0.406 0.518 -2.962
H -2.160 0.588 -2.796
H -1.191 -0.677 -3.969
H 2.057 3.657 2.470
H 3.359 2.809 2.532
O 2.382 2.767 2.504
```

The HOMO-LUMO gap is 5.47 eV. As for the total charge: +1. The calculated total energy is -9402.8225 eV. The LUMO energy comes out at -0.2728 hartree.

In elementary charge units, the Mulliken charges are: -0.40 0.36 -0.64 -0.71 -0.42 -0.74 0.31 0.24 0.26 0.65 0.44 -0.46 0.43 0.36 0.41 -0.06 0.33 0.31 0.33 0.31 0.33 -0.64

***

[2]
This record from the OMol25 dataset describes a 2-piece molecular cluster, C4H15N2O overall. The level of theory is ωB97M-V/def2-TZVPD.

XYZ file:
```
22
C4H15N2O ωB97M-V/def2-TZVPD
N -0.966 -0.410 -1.180
C 0.106 -0.605 -0.109
C 0.851 -1.913 -0.366
C 1.006 0.652 -0.060
N 1.976 0.622 0.970
C 1.645 0.466 2.375
H -1.831 -0.953 -1.124
H -0.525 -0.730 -2.046
H -1.182 0.585 -1.324
H -0.484 -0.603 0.809
H 1.588 -2.135 0.399
H 0.159 -2.756 -0.357
H 1.351 -1.761 -1.325
H 0.301 1.477 0.173
H 1.512 0.846 -1.005
H 2.914 0.420 0.668
H 2.502 0.801 2.947
H 1.511 -0.598 2.610
H 0.697 0.921 2.652
H -4.258 2.647 -1.432
H -4.856 1.328 -1.797
O -4.018 1.699 -1.480
```

The HOMO-LUMO gap is 8.82 eV. As for the total charge: +1. The calculated total energy is -9412.2743 eV. The LUMO energy comes out at -0.1195 hartree.

In elementary charge units, the Mulliken charges are: -0.26 0.19 -1.41 -1.10 -0.20 -0.84 0.35 0.40 0.33 0.33 0.34 0.43 0.42 0.44 0.43 0.25 0.33 0.28 0.27 0.33 0.33 -0.64

***

[3]
This record from the OMol25 dataset describes a 2-piece molecular cluster, C4H15N2O overall. The level of theory is ωB97M-V/def2-TZVPD.

XYZ file:
```
22
C4H15N2O ωB97M-V/def2-TZVPD
N -0.565 -0.455 -1.806
C -1.783 -0.129 -1.011
C -1.334 0.082 0.472
N -0.217 -0.794 0.779
C 0.731 -0.306 1.802
C 1.046 -1.367 2.852
H -0.731 -0.936 -2.679
H -0.025 -1.034 -1.191
H 0.027 0.367 -1.928
H -2.050 0.873 -1.344
H -2.562 -0.853 -1.185
H -2.236 -0.058 1.073
H -1.041 1.123 0.554
H -0.525 -1.747 0.926
H 0.335 0.597 2.255
H 1.653 -0.023 1.319
H 1.874 -1.986 2.616
H 1.188 -0.930 3.812
H 0.212 -2.064 2.947
H 1.226 2.984 -2.989
H 2.413 3.092 -2.152
O 1.785 2.421 -2.453
```

The HOMO-LUMO gap is 10.04 eV. As for the total charge: +1. The calculated total energy is -9412.3884 eV. The LUMO energy comes out at -0.1144 hartree.

In elementary charge units, the Mulliken charges are: -0.21 -0.62 -0.61 -0.33 -0.36 -1.20 0.36 0.37 0.24 0.32 0.40 0.31 0.47 0.23 0.34 0.26 0.33 0.34 0.36 0.32 0.33 -0.64

***

[4]
This record from the OMol25 dataset describes a 2-piece molecular cluster, C4H15N2O overall. The level of theory is ωB97M-V/def2-TZVPD.

XYZ file:
```
22
C4H15N2O ωB97M-V/def2-TZVPD
C -1.476 -1.662 -0.481
C -0.216 -0.828 -0.203
C 0.759 -0.829 -1.396
C 2.056 -0.176 -1.001
N 2.271 1.142 -1.774
N -0.461 0.581 0.093
H -1.414 -2.120 -1.477
H -1.490 -2.525 0.195
H -2.369 -1.062 -0.387
H 0.348 -1.196 0.658
H 0.882 -1.847 -1.774
H 0.220 -0.279 -2.184
H 2.975 -0.742 -1.113
H 2.017 0.174 0.022
H 1.774 1.075 -2.663
H 1.849 1.911 -1.241
H 3.254 1.327 -1.956
H -0.882 1.113 -0.664
H -0.961 0.720 0.957
H -3.749 2.058 5.218
H -2.553 1.404 6.008
O -2.834 1.762 5.164
```

The HOMO-LUMO gap is 9.66 eV. As for the total charge: +1. The calculated total energy is -9412.4196 eV. The LUMO energy comes out at -0.1265 hartree.

In elementary charge units, the Mulliken charges are: -1.29 0.02 -0.84 -0.49 -0.33 -0.54 0.34 0.31 0.37 0.39 0.35 0.40 0.37 0.42 0.33 0.38 0.34 0.19 0.26 0.33 0.33 -0.65

***

[5]
This record from the OMol25 dataset describes a 3-piece molecular cluster, C4H15N2O2 overall. The level of theory is ωB97M-V/def2-TZVPD.

XYZ file:
```
23
C4H15N2O2 ωB97M-V/def2-TZVPD
C -1.383 -1.027 -0.304
C -1.330 0.082 0.767
C 0.059 0.613 1.029
C 0.573 1.562 0.194
N 1.788 2.172 0.372
N 0.021 -1.734 -0.263
H -1.503 -0.727 -1.324
H -2.170 -1.739 -0.129
H -2.150 0.851 0.527
H -1.816 -0.217 1.679
H 0.364 0.699 2.064
H 0.080 1.795 -0.747
H 2.089 2.434 1.306
H 2.079 2.912 -0.306
H 0.083 -2.201 -1.187
H 0.715 -0.930 -0.220
H 0.045 -2.299 0.578
H -1.175 0.743 -2.891
H -2.701 1.186 -2.629
O -1.828 1.039 -2.236
H 2.616 -2.427 1.643
H 3.137 -1.071 1.054
O 2.409 -1.716 1.024
```

The HOMO-LUMO gap (spin up / spin down) is 3.37 / 8.92 eV. The calculated total energy is -11461.9617 eV. The LUMO energy (spin up / spin down) comes out at 0.0262 / 0.0225 hartree. As for the spin multiplicity: 2.

In elementary charge units, the Mulliken charges are: -1.46 -0.36 -1.05 0.03 -0.45 -1.28 0.27 0.27 0.43 0.47 0.30 0.33 0.21 0.25 0.98 0.42 0.62 0.31 0.22 -0.53 0.28 0.29 -0.55

***

[6]
This record from the OMol25 dataset describes a 3-piece molecular cluster, C4H15N2O2 overall. The level of theory is ωB97M-V/def2-TZVPD.

XYZ file:
```
23
C4H15N2O2 ωB97M-V/def2-TZVPD
C -2.469 0.365 0.110
C -1.403 1.308 -0.535
C -0.075 0.689 -0.254
C 0.413 -0.067 -1.312
N 1.466 -0.991 -1.043
N -2.037 -0.061 1.489
H -2.452 -0.562 -0.480
H -3.501 0.818 0.034
H -1.599 2.427 -0.301
H -1.629 1.307 -1.671
H 0.345 0.684 0.697
H 0.143 0.058 -2.383
H 1.070 -1.793 -0.451
H 1.980 -1.433 -1.841
H 2.180 -0.659 -0.355
H -1.683 0.813 1.965
H -2.708 -0.504 2.056
H 0.298 -2.171 1.673
H -0.805 -1.218 1.167
O 0.076 -1.653 0.976
H 2.683 1.553 0.364
H 4.103 0.900 0.564
O 3.271 0.825 -0.002
```

The HOMO-LUMO gap (spin up / spin down) is 8.72 / 5.00 eV. As for the total charge: +2. The calculated total energy is -11445.7445 eV. The LUMO energy (spin up / spin down) comes out at -0.3470 / -0.4835 hartree. As for the spin multiplicity: 2.

In elementary charge units, the Mulliken charges are: -0.49 -0.76 -0.08 -0.23 -0.17 -0.61 0.32 0.39 0.37 0.33 0.72 0.37 0.49 0.42 0.35 0.25 0.26 0.26 0.38 -0.59 0.34 0.37 -0.68

***

[7]
This record from the OMol25 dataset describes a 3-piece molecular cluster, C4H15N2O4 overall. The level of theory is ωB97M-V/def2-TZVPD.

XYZ file:
```
25
C4H15N2O4 ωB97M-V/def2-TZVPD
C 0.696 1.469 -0.146
N -0.694 1.594 -0.558
C -0.842 1.130 -2.080
O -0.936 2.182 -2.857
C 1.402 0.139 -0.245
N 1.506 -0.624 1.020
C 0.786 -1.925 0.920
O 1.756 -3.013 0.954
H 0.749 1.815 0.912
H 1.344 2.255 -0.604
H -1.043 2.547 -0.510
H -1.813 0.571 -2.119
H 0.108 0.557 -2.274
H 2.445 0.450 -0.478
H 1.087 -0.408 -1.131
H 1.112 -0.067 1.779
H 0.324 -2.059 -0.060
H 0.188 -2.077 1.846
H 2.614 -2.579 1.031
H -1.629 1.463 1.705
H -2.347 0.966 2.934
O -1.460 0.993 2.553
H -1.753 -1.419 -0.164
H -1.706 -1.810 -1.653
O -1.895 -2.152 -0.773
```

The HOMO-LUMO gap is 6.21 eV. As for the total charge: -1. The calculated total energy is -15560.2483 eV. The LUMO energy comes out at 0.1175 hartree.

In elementary charge units, the Mulliken charges are: -0.78 -0.25 -0.07 -0.89 -0.51 -0.45 -0.19 -0.58 0.41 0.29 0.23 0.03 0.11 0.13 0.43 0.28 0.33 0.20 0.30 0.34 0.28 -0.63 0.31 0.34 -0.67

***

[8]
This record from the OMol25 dataset describes a 2-piece molecular cluster, C4H15N2OS overall. The level of theory is ωB97M-V/def2-TZVPD.

XYZ file:
```
23
C4H15N2OS ωB97M-V/def2-TZVPD
N -1.235 -0.212 1.079
C -0.161 0.284 0.142
C -0.784 0.682 -1.176
C 0.136 1.338 -2.224
S -0.204 1.090 -3.937
C 0.874 -1.002 -0.144
N 1.070 -1.704 1.063
H -0.878 -1.200 1.556
H -2.063 -0.602 0.609
H -1.562 0.615 1.700
H 0.466 1.042 0.594
H -1.750 1.298 -1.172
H -1.232 -0.130 -1.753
H 1.309 0.916 -2.041
H 0.350 2.371 -2.011
H 0.909 1.721 -4.588
H 0.524 -1.548 -1.056
H 1.787 -0.519 -0.512
H 1.200 -2.682 0.955
H 1.760 -1.326 1.632
H -0.474 -0.636 4.363
H 0.386 0.330 3.341
O -0.429 -0.127 3.581
```

The HOMO-LUMO gap is 8.69 eV. As for the total charge: +1. The calculated total energy is -20246.1715 eV. The LUMO energy comes out at -0.1157 hartree.

In elementary charge units, the Mulliken charges are: -0.23 -0.13 -1.06 -0.47 -0.23 -0.71 -0.46 0.42 0.38 0.36 0.27 0.41 0.53 0.16 0.41 0.18 0.44 0.35 0.20 0.17 0.29 0.31 -0.59

***

[9]
This record from the OMol25 dataset describes an isolated molecule of C4H15N2PSi. The level of theory is ωB97M-V/def2-TZVPD.

XYZ file:
```
23
C4H15N2PSi ωB97M-V/def2-TZVPD
N -2.083 -2.096 1.343
P -0.578 -2.401 0.965
Si 1.007 -1.016 1.828
C 1.825 0.001 0.476
C 1.073 1.306 0.179
C -0.340 1.103 -0.382
C -0.455 1.457 -1.858
N -1.730 1.122 -2.491
H -2.141 -1.340 2.012
H -0.331 -2.382 -0.426
H -0.152 -3.719 1.231
H 0.315 -0.116 2.775
H 1.970 -1.878 2.549
H 2.842 0.233 0.799
H 1.909 -0.607 -0.427
H 1.029 1.903 1.090
H 1.664 1.891 -0.531
H -0.657 0.062 -0.275
H -1.057 1.699 0.184
H 0.341 0.943 -2.402
H -0.283 2.527 -1.989
H -2.473 1.128 -1.804
H -1.697 0.178 -2.849
```

Its SMILES is N=[PH2][SiH2]CCCCN. The HOMO-LUMO gap is 9.46 eV. The calculated total energy is -24536.3943 eV. The LUMO energy comes out at 0.0261 hartree.

In elementary charge units, the Mulliken charges are: -0.69 0.16 0.44 -0.80 -0.70 -0.07 -0.81 -0.61 0.25 0.06 0.08 -0.09 -0.20 0.41 0.34 0.35 0.40 0.03 0.28 0.34 0.31 0.27 0.26

***

[10]
This record from the OMol25 dataset describes a 2-piece molecular cluster, C4H15N3O overall. The level of theory is ωB97M-V/def2-TZVPD.

XYZ file:
```
23
C4H15N3O ωB97M-V/def2-TZVPD
C 0.818 0.699 0.106
N 0.618 0.903 1.556
C -0.508 1.674 2.017
N -1.872 1.189 1.803
C 1.731 -0.495 -0.212
C 1.434 -1.750 0.603
N 1.482 -0.753 -1.652
H 1.230 1.657 -0.227
H -0.142 0.660 -0.443
H 0.509 -0.032 1.937
H -0.474 2.661 1.547
H -0.422 1.834 3.091
H -2.012 0.639 0.958
H -2.179 0.517 2.500
H 2.773 -0.195 -0.181
H 2.092 -2.558 0.269
H 1.760 -1.601 1.635
H 0.420 -2.134 0.516
H 1.967 -1.598 -1.922
H 0.517 -0.986 -1.891
H -3.329 -0.199 -4.772
H -3.383 0.280 -3.350
O -3.029 -0.411 -3.886
```

Its SMILES is C[C@@H](N)CNCN.O. The HOMO-LUMO gap is 9.40 eV. The calculated total energy is -10908.4527 eV. The LUMO energy comes out at 0.0266 hartree.

In elementary charge units, the Mulliken charges are: -0.74 -0.29 -0.57 -0.58 0.71 -1.51 -0.70 0.28 0.23 0.22 0.32 0.39 0.22 0.26 0.20 0.44 0.36 0.29 0.26 0.22 0.32 0.31 -0.63

***

[11]
This record from the OMol25 dataset describes a 2-piece molecular cluster, C4H15N3O overall. The level of theory is ωB97M-V/def2-TZVPD.

XYZ file:
```
23
C4H15N3O ωB97M-V/def2-TZVPD
C -0.551 0.120 0.496
N -0.102 -1.251 0.665
C -0.901 -2.240 -0.070
N -0.494 -2.462 -1.453
C 0.236 1.132 1.325
C 1.599 1.443 0.729
N -0.546 2.332 1.592
H -1.587 0.179 0.844
H -0.547 0.482 -0.545
H 0.841 -1.296 0.303
H -1.928 -1.891 -0.075
H -0.808 -3.200 0.437
H -0.986 -1.847 -2.076
H 0.487 -2.571 -1.635
H 0.374 0.597 2.266
H 2.133 2.168 1.348
H 2.277 0.590 0.611
H 1.571 1.881 -0.273
H -0.984 2.653 0.735
H 0.057 3.071 1.928
H -0.037 1.119 -2.991
H 1.286 1.019 -2.345
O 0.477 0.504 -2.450
```

Its SMILES is C[C@@H](N)CNCN.O. The HOMO-LUMO gap is 8.83 eV. The calculated total energy is -10908.5691 eV. The LUMO energy comes out at 0.0165 hartree.

In elementary charge units, the Mulliken charges are: -0.63 -0.31 -0.54 -0.51 0.45 -1.28 -0.65 0.37 0.17 0.22 0.38 0.28 0.23 0.22 0.18 0.39 0.40 0.17 0.23 0.27 0.31 0.27 -0.62